(1)
C37H64Br45GaO6P | ωB97M-V/def2-TZVPD

As for the total charge: -1. The LUMO energy comes out at 0.021 Ha. Its frontier orbital gap is 0.1500 Eh. For the strongest force on any atom, the calculation gives 0.0230 Eh/bohr. As for the total energy: -3265264.1867 eV.

```
154
Properties=species:S:1:pos:R:3:forces:R:3:lowdin_charge:R:1
C 8.413 -1.482 1.232 -0.158 -0.056 -0.106 -0.110
C 7.061 -1.519 1.968 0.076 0.277 0.007 -0.264
C 5.888 -1.044 1.108 0.058 -0.417 0.266 -0.224
C 5.678 -1.885 -0.156 -0.815 0.238 -0.126 -0.206
C 4.179 -2.021 -0.491 0.341 -0.183 0.339 -0.222
C 3.962 -2.590 -1.893 0.805 -0.017 -0.371 -0.262
C 3.905 -1.507 -2.986 -0.206 -0.378 0.184 -0.182
C 2.593 -0.676 -3.014 0.413 0.190 -0.088 -0.200
C 1.524 -1.067 -2.015 -0.379 -0.119 -0.002 -0.239
C 0.220 -0.295 -2.189 0.575 0.102 -0.210 -0.292
C -0.777 -0.694 -1.124 0.023 0.042 0.225 -0.236
Ga -2.555 0.249 -1.206 0.191 0.094 0.017 0.291
C -3.905 -1.083 -0.493 -0.139 0.301 -0.179 -0.256
O -3.388 -1.700 0.701 0.286 -0.409 -0.279 -0.223
C -3.784 -3.042 0.855 -0.719 0.458 0.220 -0.225
C -2.871 -3.759 1.816 0.060 -0.236 0.083 -0.194
O -1.995 -4.651 1.115 0.580 0.168 0.374 -0.213
C -0.641 -4.205 0.976 -0.381 0.078 -0.401 -0.174
C 0.124 -4.328 2.286 0.102 -0.425 0.052 -0.217
O 1.378 -3.658 2.310 -0.228 0.085 0.031 -0.216
C 1.387 -2.238 2.081 0.272 0.093 -0.136 -0.248
C 0.302 -1.438 2.789 -0.660 -0.038 -0.287 -0.064
O -2.614 1.885 -0.268 0.644 -0.216 0.402 -0.284
C -1.597 2.113 0.672 -0.970 0.377 -0.342 -0.292
C -0.237 2.560 0.088 0.242 -0.137 0.081 -0.424
C 0.453 3.564 1.016 0.434 -0.455 -0.243 -0.087
O -0.417 3.087 -1.228 0.887 0.365 0.083 -0.060
P -3.295 0.733 -3.406 -1.107 0.415 -0.064 0.731
C -3.097 -0.911 -4.268 0.438 -0.075 0.652 -0.405
O -2.215 1.785 -4.191 0.577 -0.606 -0.728 -0.447
H 8.705 -2.478 0.882 0.046 0.145 0.082 0.067
H 9.203 -1.081 1.873 -0.031 -0.140 -0.167 0.057
H 8.339 -0.853 0.337 0.109 0.038 0.179 0.055
H 6.846 -2.535 2.323 0.055 0.124 0.000 0.101
H 7.112 -0.876 2.856 0.004 -0.152 -0.067 0.099
H 6.025 0.016 0.859 -0.098 -0.118 0.001 0.104
H 4.984 -1.131 1.726 0.038 0.180 -0.098 0.102
H 6.127 -1.394 -1.029 0.404 -0.337 0.161 0.110
H 6.069 -2.901 -0.014 0.260 0.198 -0.201 0.105
H 3.748 -1.020 -0.406 -0.170 -0.148 0.053 0.105
H 3.727 -2.675 0.276 -0.048 0.367 -0.225 0.074
H 3.109 -3.259 -1.976 -0.059 0.289 0.263 0.004
H 4.847 -3.225 -2.115 -0.385 0.161 0.048 0.074
H 4.776 -0.854 -2.838 -0.123 0.005 -0.181 0.086
H 4.039 -2.014 -3.950 0.058 0.185 0.064 0.103
H 2.146 -0.719 -4.016 0.111 0.005 0.084 0.112
H 2.845 0.376 -2.844 -0.135 -0.068 -0.096 0.040
H 1.285 -2.134 -2.117 0.078 0.037 0.146 0.088
H 1.848 -0.894 -0.981 0.044 -0.150 -0.205 0.091
H -0.168 -0.490 -3.201 -0.080 0.128 0.136 0.103
H 0.453 0.779 -2.141 -0.219 -0.074 -0.082 0.096
H -0.959 -1.773 -1.241 -0.142 -0.013 0.122 0.035
H -0.282 -0.583 -0.141 -0.246 -0.028 -0.118 0.042
H -4.008 -1.851 -1.273 -0.053 -0.120 -0.016 0.048
H -4.910 -0.674 -0.325 0.036 -0.140 0.165 0.016
H -4.817 -3.082 1.252 0.072 0.054 -0.149 0.125
H -3.788 -3.586 -0.100 0.088 0.109 0.030 0.124
H -2.340 -3.023 2.435 0.099 -0.106 -0.255 0.120
H -3.483 -4.353 2.506 0.224 -0.190 -0.137 0.100
H -0.614 -3.199 0.528 0.033 -0.068 0.267 0.114
H -0.179 -4.893 0.258 -0.108 0.172 -0.035 0.089
H 0.365 -5.393 2.405 0.036 0.252 0.098 0.076
H -0.517 -4.085 3.145 0.126 0.320 -0.142 0.117
H 1.379 -2.034 0.995 -0.126 -0.078 0.316 0.097
H 2.362 -1.902 2.450 -0.026 -0.250 -0.062 0.109
H -0.571 -1.290 2.139 0.103 -0.051 0.111 0.060
H 0.658 -0.439 3.060 0.052 -0.175 -0.014 0.078
H -0.065 -1.941 3.688 0.264 0.091 0.056 0.078
H -1.420 1.225 1.313 0.113 0.222 -0.067 0.109
H -1.940 2.924 1.347 0.031 -0.146 -0.101 0.110
H 0.429 1.679 0.065 -0.196 0.015 -0.352 0.119
H 0.223 3.315 2.058 -0.045 0.255 -0.085 0.058
H 1.539 3.451 0.897 -0.072 0.255 0.071 0.074
H 0.186 4.597 0.768 -0.204 -0.180 0.232 0.046
H 0.440 3.486 -1.508 -0.869 -0.508 0.341 0.056
H -2.317 -0.838 -5.034 -0.166 -0.169 -0.072 0.013
H -4.042 -1.266 -4.679 0.197 0.201 -0.200 -0.057
H -2.772 -1.656 -3.529 0.108 -0.084 -0.186 0.000
H -1.931 1.392 -5.039 -0.168 0.334 0.622 0.018
C 0.825 7.551 3.144 -0.064 0.046 0.065 -1.638
Br -0.481 7.485 1.739 -0.029 -0.009 -0.022 0.597
Br 1.284 5.797 3.779 0.022 0.001 0.033 0.599
Br 2.391 8.536 2.619 -0.034 0.037 -0.096 0.543
H 0.378 8.084 3.972 0.032 -0.012 -0.027 -0.031
C 0.663 -6.143 -2.976 0.154 -0.100 -0.117 -1.578
Br 0.278 -7.478 -1.640 0.143 0.303 -0.253 0.594
Br -0.541 -4.653 -2.875 0.085 0.178 0.338 0.600
Br 2.507 -5.601 -2.881 -0.278 -0.185 -0.172 0.622
H 0.515 -6.615 -3.937 -0.038 0.041 -0.027 -0.065
C -4.839 -3.022 -7.748 0.125 -0.027 0.051 -1.637
Br -4.172 -1.224 -7.694 -0.071 0.067 -0.154 0.612
Br -4.951 -3.767 -5.982 -0.073 -0.015 0.005 0.575
Br -6.523 -3.152 -8.668 -0.033 0.027 -0.050 0.565
H -4.124 -3.608 -8.310 -0.052 -0.029 0.055 -0.095
C -6.412 2.827 -0.286 0.198 -0.007 0.031 -1.624
Br -5.946 1.992 1.381 -0.006 -0.002 0.061 0.586
Br -6.460 1.565 -1.719 -0.095 0.075 -0.009 0.601
Br -8.045 3.845 -0.119 -0.050 -0.120 -0.075 0.497
H -5.624 3.533 -0.516 0.002 -0.039 0.033 -0.030
C 4.768 11.073 5.145 -0.001 0.028 0.020 -1.661
Br 3.062 11.662 5.806 -0.034 0.017 0.012 0.561
Br 4.933 9.165 5.218 0.123 -0.058 0.115 0.555
Br 5.109 11.742 3.376 0.004 0.021 -0.042 0.560
H 5.527 11.486 5.795 -0.079 0.004 -0.049 -0.132
C 9.488 3.305 0.568 0.010 0.052 -0.030 -1.660
Br 8.118 2.580 -0.563 -0.058 -0.038 -0.062 0.563
Br 8.764 3.951 2.226 -0.010 0.012 0.042 0.570
Br 10.907 2.042 0.861 0.032 -0.038 0.010 0.565
H 9.916 4.153 0.051 -0.014 -0.030 0.026 -0.032
C -2.088 -6.557 -7.313 0.017 0.120 0.068 -1.615
Br -3.828 -7.272 -6.941 -0.061 -0.176 -0.038 0.569
Br -2.082 -5.558 -8.959 0.026 0.009 -0.132 0.595
Br -1.465 -5.478 -5.849 -0.002 -0.163 -0.159 0.572
H -1.406 -7.387 -7.437 -0.025 0.033 -0.010 -0.028
C -12.582 4.394 0.559 -0.084 0.020 0.108 -1.644
Br -13.546 4.478 -1.101 -0.016 0.003 -0.036 0.583
Br -11.847 2.651 0.865 0.045 -0.108 0.006 0.583
Br -11.225 5.753 0.661 -0.185 -0.059 -0.055 0.532
H -13.291 4.588 1.352 0.029 -0.014 -0.027 -0.076
C 5.026 -6.572 0.282 -0.049 0.079 0.000 -1.588
Br 4.800 -8.478 0.439 0.000 -0.102 0.002 0.605
Br 5.642 -6.084 -1.475 0.174 -0.026 0.061 0.580
Br 3.435 -5.633 0.796 -0.006 0.132 0.127 0.668
H 5.805 -6.285 0.975 0.008 -0.029 -0.018 -0.025
C -14.039 1.428 4.147 0.107 -0.059 -0.111 -1.660
Br -15.648 0.395 3.961 -0.033 -0.020 -0.005 0.573
Br -14.375 3.302 3.895 -0.047 0.122 0.017 0.579
Br -13.168 1.091 5.823 0.014 -0.006 0.034 0.581
H -13.363 1.119 3.361 -0.024 0.027 0.019 -0.053
C 7.457 14.061 7.076 0.012 0.054 0.012 -1.639
Br 5.726 14.594 7.713 -0.046 0.008 0.003 0.580
Br 7.683 12.155 7.202 0.115 -0.077 0.065 0.619
Br 7.777 14.684 5.290 0.004 0.013 -0.040 0.579
H 8.198 14.515 7.719 -0.028 -0.027 -0.018 -0.030
C 3.859 3.328 -4.292 -0.074 0.051 -0.004 -1.637
Br 4.589 2.550 -2.695 0.159 0.066 0.161 0.584
Br 4.151 2.188 -5.813 0.007 -0.029 -0.043 0.572
Br 1.999 3.748 -4.071 -0.060 -0.053 -0.022 0.626
H 4.389 4.252 -4.475 -0.010 -0.041 0.009 -0.032
C -2.746 -7.979 -0.071 -0.015 0.284 -0.029 -1.643
Br -4.044 -8.641 -1.326 0.025 -0.025 -0.021 0.584
Br -3.555 -7.349 1.538 -0.179 -0.196 0.161 0.660
Br -1.380 -9.287 0.284 -0.284 -0.443 0.228 0.494
H -2.255 -7.130 -0.534 0.014 -0.007 0.015 -0.077
C 2.604 -8.061 3.543 0.029 0.005 -0.016 -1.665
Br 3.257 -9.483 4.666 0.019 -0.025 0.000 0.563
Br 1.130 -8.637 2.453 0.037 0.110 0.055 0.538
Br 2.157 -6.497 4.560 0.018 0.018 0.049 0.619
H 3.409 -7.787 2.875 -0.019 -0.021 -0.006 -0.116
C -6.563 7.815 1.414 0.048 -0.045 0.040 -1.633
Br -5.988 8.989 0.005 0.011 0.031 -0.024 0.572
Br -8.374 7.226 1.146 0.120 0.250 0.114 0.504
Br -5.374 6.323 1.626 0.041 -0.027 -0.003 0.591
H -6.543 8.383 2.334 -0.008 -0.019 -0.037 -0.031
```
Positions in Å, forces in eV/Å.


(2)
C3H12N6O3Rb | ωB97M-V/def2-TZVPD

As for the total charge: +1. The LUMO energy comes out at -0.111 Ha. Its frontier orbital gap is 0.3476 Eh. For the strongest force on any atom, the calculation gives 0.1727 Eh/bohr. As for the total energy: -19035.6360 eV. The calculation puts the energy relative to the best compared isomer or geometry (same formula, charge and spin) at 186.5 kcal per mole.

```
25
Properties=species:S:1:pos:R:3:forces:R:3:lowdin_charge:R:1
Rb 24.345 -7.314 3.687 -3.938 5.211 -6.016 1.572
C 26.381 -7.297 1.312 1.679 -0.681 1.917 -0.713
O 25.982 -7.465 2.475 5.261 -1.209 -5.118 -0.430
N 27.561 -7.723 0.898 1.938 -1.340 -0.049 0.197
N 25.798 -6.600 0.391 -2.387 1.528 -2.071 0.208
H 27.905 -7.467 -0.017 0.263 -0.145 0.386 0.131
H 28.159 -8.220 1.542 -0.077 -0.076 -0.423 0.131
H 26.044 -6.894 -0.544 -0.579 0.768 -0.135 0.136
H 24.968 -6.060 0.589 0.083 -0.285 -0.388 0.137
C 27.136 -5.747 4.944 1.155 1.372 -0.468 -0.771
O 27.383 -4.647 5.352 0.112 1.885 1.006 0.083
N 26.318 -6.571 5.544 -2.273 -1.974 1.598 0.109
N 27.704 -6.197 3.840 1.948 -0.198 -1.923 0.172
H 25.840 -6.269 6.381 0.252 0.049 -0.086 0.139
H 25.997 -7.440 5.141 1.376 1.844 0.514 -0.020
H 28.299 -5.489 3.434 0.106 -0.441 -0.180 0.134
H 27.578 -7.102 3.412 0.025 0.615 0.402 0.068
C 24.145 -8.336 6.299 -0.582 -0.403 0.221 -0.863
O 23.537 -7.996 5.341 -6.199 -2.409 4.523 -0.360
N 23.658 -8.176 7.476 -1.689 0.343 4.119 0.217
N 25.340 -8.797 6.242 3.799 -3.286 0.812 0.172
H 22.740 -7.759 7.419 -0.129 -0.449 0.707 0.145
H 23.890 -8.888 8.154 -0.431 0.501 0.487 0.138
H 25.924 -8.816 5.418 -0.412 -1.246 0.657 0.117
H 25.739 -9.051 7.134 0.700 0.028 -0.491 0.153
```
Positions in Å, forces in eV/Å.